Record 1
Here is a cluster of 2 separate species, C16H17N in total at a distorted geometry from OMol25. Energies are from ωB97M-V/def2-TZVPD.

## Properties
Energy above the lowest of the compared OMol25 structures with the same formula, charge and spin (eV): 1.472
SMILES: Cc1c[nH]c2ccccc12.Cc1ccccc1
LUMO energy (hartree): 0.03166
Frontier orbital gap (eV): 8.750

```
34
Properties=species:S:1:pos:R:3:forces:R:3
C -3.503 -0.129 4.020 0.0 2.1 -0.9
C -0.013 0.239 2.570 0.9 0.6 1.4
C -1.109 -0.281 3.278 -0.3 0.1 -2.4
C 0.129 1.628 2.434 -0.9 -0.8 -0.6
C -2.217 0.531 3.516 0.6 -0.8 2.1
C -0.925 2.414 2.854 -0.1 1.4 1.0
C -2.015 1.917 3.551 -0.2 -1.6 -1.4
H 0.842 -0.364 2.285 -0.3 -0.3 0.0
H -1.261 -1.352 3.328 0.3 -0.1 0.2
H 0.969 2.084 1.932 0.1 -0.1 -0.1
H -0.921 3.495 2.731 0.4 -0.1 0.0
H -4.295 0.525 3.575 0.1 -1.0 0.3
H -3.581 0.004 5.087 -0.1 -0.2 0.5
H -2.779 2.516 3.992 -0.4 0.7 -0.1
H -3.602 -1.172 3.739 0.0 0.0 -0.1
C 2.959 -0.304 -4.729 1.2 -0.4 0.2
C 0.805 -0.050 -1.698 -0.2 -0.6 0.8
C 1.321 -0.810 -2.746 1.3 -0.7 -0.3
C 2.215 0.021 -3.500 -0.1 2.0 1.1
C 2.199 1.224 -2.859 -0.3 0.3 1.5
C -0.020 -0.624 -0.756 -2.1 0.1 0.8
C -0.509 -1.934 -0.877 2.0 1.4 -2.0
C 0.119 -2.655 -1.916 -1.2 -1.5 0.1
C 1.105 -2.189 -2.774 -1.4 0.3 0.6
N 1.366 1.214 -1.670 1.2 -0.8 -2.3
H -0.459 0.043 -0.026 0.1 0.0 0.3
H -1.355 -2.326 -0.351 0.0 -0.1 0.5
H 0.835 2.027 -1.409 0.0 0.0 0.1
H -0.310 -3.642 -2.141 0.6 0.1 0.3
H 2.877 2.057 -2.948 -0.2 0.2 -0.5
H 1.549 -2.914 -3.439 0.1 0.4 -0.4
H 2.813 0.441 -5.513 -0.6 -0.6 -0.3
H 2.708 -1.349 -4.909 0.0 0.2 -1.1
H 4.060 -0.288 -4.633 -0.3 -0.1 0.5
```
Positions in Å, forces in eV/Å.

Record 2
Here is a structure of composition C6H9N2O2S at a distorted geometry from OMol25. Energies are from ωB97M-V/def2-TZVPD.

## Properties
LUMO energy (spin up / spin down) (hartree): 0.12430 / 0.07951
Total charge: -1
<S²>: 2.01
Multiplicity: 3
Frontier orbital gap (spin up / spin down) (eV): 2.953 / 6.942

```
20
Properties=species:S:1:pos:R:3:forces:R:3
C -2.396 -0.616 0.413 3.8 -1.5 -1.3
C -0.881 -0.809 -1.424 -2.0 -0.2 1.4
C -1.190 0.190 0.682 1.2 -1.2 0.3
C 1.694 -0.667 1.051 0.9 3.6 -1.0
C 1.500 1.566 -0.304 -2.4 0.0 3.6
C 1.129 0.073 -0.264 2.1 0.3 1.7
N -2.126 -1.124 -0.871 -1.7 -0.9 -2.1
N -0.256 -0.184 -0.408 0.2 0.5 1.6
O -3.375 -0.833 1.070 -2.7 -0.1 1.6
O -0.501 -1.089 -2.534 0.8 -0.3 -1.3
S -2.123 1.710 0.218 -0.6 3.4 -0.2
H -0.718 0.321 1.705 -0.7 -0.4 -1.4
H 1.385 -0.333 2.031 -0.5 0.3 0.1
H 1.509 -1.638 0.910 -1.3 -3.9 -0.2
H 2.783 -0.662 1.060 0.3 0.6 -0.1
H 1.782 1.965 -1.193 0.5 0.7 -3.1
H 2.355 1.752 0.351 -0.3 0.1 0.3
H 0.558 2.164 0.022 1.8 -0.7 -0.2
H 1.777 -0.372 -1.000 -0.7 -0.6 -0.9
H -2.906 -1.414 -1.516 1.4 0.4 1.2
```
Positions in Å, forces in eV/Å.

Record 3
Here is a structure of composition C2H16MgO6 at a distorted geometry from OMol25. Energies are from ωB97M-V/def2-TZVPD.

## Properties
LUMO energy (hartree): -0.24308
Total charge: +2
Frontier orbital gap (eV): 12.060

```
25
Properties=species:S:1:pos:R:3:forces:R:3
Mg -0.060 -0.061 -0.017 -0.6 0.1 -0.1
O -0.304 1.884 -0.269 -0.1 0.6 0.1
H -0.351 2.431 -1.052 -0.2 0.1 -0.4
H -0.185 2.504 0.451 0.0 0.3 0.4
O -0.039 -2.024 0.229 0.2 -0.5 0.1
H -0.872 -2.493 0.179 -0.5 -0.2 -0.1
H 0.594 -2.686 0.506 0.4 -0.2 0.2
O 1.454 0.234 1.182 0.5 -0.2 0.2
H 1.820 0.774 1.882 -0.1 0.4 0.4
H 2.191 -0.295 0.876 0.6 -0.2 -0.1
O -1.496 -0.343 -1.383 -0.5 -0.1 -0.2
H -2.435 -0.184 -1.284 -0.5 0.1 0.2
H -1.357 -0.375 -2.329 0.2 -0.1 -0.4
C -1.244 -0.681 2.849 0.2 -0.6 0.5
O -1.426 0.033 1.601 0.1 -0.2 0.3
H -0.215 -1.028 2.945 0.0 0.4 -0.2
H -1.495 -0.032 3.688 0.1 0.0 -0.1
H -1.856 -1.582 2.887 -0.2 0.2 -0.1
H -2.238 0.523 1.747 -0.1 0.3 -0.5
C 1.619 0.902 -2.481 1.4 1.6 -1.9
O 1.206 -0.176 -1.691 -0.5 -0.5 0.8
H 1.072 0.933 -3.424 -0.2 0.0 0.0
H 1.583 1.905 -2.056 -0.3 -0.5 0.6
H 2.664 0.747 -2.750 0.1 0.1 0.0
H 1.372 -0.912 -2.285 -0.1 -0.7 0.4
```
Positions in Å, forces in eV/Å.

Record 4
Here is the molecule C16H19N3O5S from OMol25. Energies are from ωB97M-V/def2-TZVPD.

## Properties
Energy above the lowest of the compared OMol25 structures with the same formula, charge and spin (eV): 0.041
SMILES: CC1(C)S[C@@H]2[C@H](NC(=O)[C@@H](N)c3ccc(O)cc3)C(=O)N2[C@H]1C(=O)O
LUMO energy (hartree): 0.01102
Frontier orbital gap (eV): 9.006

```
44
Properties=species:S:1:pos:R:3:forces:R:3
C -0.807 0.008 -4.113 0.1 0.1 -0.1
C -0.325 0.186 -2.683 -0.3 -0.1 0.1
C 0.301 1.552 -2.466 -0.1 -0.1 0.1
H 1.196 1.632 -3.079 0.1 0.1 -0.1
H -0.396 2.337 -2.751 0.0 0.1 -0.1
H 0.573 1.689 -1.421 0.1 0.0 0.1
C 0.618 -0.934 -2.221 0.5 0.1 0.1
N -0.215 -2.061 -1.847 0.0 -0.1 -0.3
C -0.048 -2.798 -0.691 0.2 -0.8 -0.2
O 0.895 -3.460 -0.352 0.1 0.1 0.1
C -1.530 -2.638 -0.290 -0.2 0.2 0.1
N -1.715 -1.885 0.911 -0.2 -0.4 -0.1
C -0.789 -0.968 1.261 -0.2 0.1 0.3
O 0.291 -0.905 0.709 0.1 0.3 0.2
C -1.241 -0.044 2.392 0.2 0.2 0.0
N -1.615 -0.876 3.527 0.0 0.0 0.1
H -1.898 -0.291 4.305 0.0 -0.1 0.0
H -0.823 -1.433 3.831 -0.1 0.0 0.1
C -0.193 1.027 2.608 -0.1 0.0 0.1
C -0.111 2.063 1.683 0.1 0.0 0.2
C 0.842 3.053 1.806 0.2 0.1 0.1
C 1.733 3.027 2.876 -0.2 -0.3 0.1
C 1.657 1.994 3.801 0.2 0.2 -0.1
C 0.707 0.997 3.660 -0.2 0.0 -0.1
H 0.681 0.200 4.390 0.0 0.0 0.0
H 2.350 1.967 4.631 0.1 0.0 0.1
O 2.649 4.025 2.978 0.1 0.2 0.0
H 3.213 3.875 3.746 -0.1 0.0 -0.1
H 0.912 3.854 1.088 0.0 0.1 -0.1
H -0.805 2.088 0.855 -0.1 0.0 -0.1
H -2.160 0.448 2.040 0.2 -0.1 0.0
H -2.599 -1.909 1.396 0.1 0.0 0.1
H -2.122 -3.553 -0.271 0.1 0.1 0.0
C -1.620 -1.801 -1.607 -0.6 0.3 -0.3
H -2.283 -2.214 -2.372 0.1 0.0 0.1
S -1.802 0.006 -1.540 0.2 -0.1 -0.1
C 1.732 -1.386 -3.177 -0.6 0.3 0.4
O 2.086 -0.773 -4.142 0.2 0.0 -0.1
O 2.313 -2.517 -2.798 0.5 -0.4 0.0
H 1.968 -2.894 -1.962 -0.1 0.1 -0.1
H 1.141 -0.588 -1.311 -0.1 -0.1 -0.2
H -1.218 -0.988 -4.269 -0.1 -0.1 -0.1
H 0.030 0.144 -4.794 0.0 0.0 -0.1
H -1.574 0.745 -4.338 -0.1 0.0 0.0
```
Positions in Å, forces in eV/Å.

Record 5
Here is a structure of composition C32H35F6FeN9O8S3 from OMol25. Energies are from ωB97M-V/def2-TZVPD.

## Properties
Energy above the lowest of the compared OMol25 structures with the same formula, charge and spin (eV): 2.081
LUMO energy (spin up / spin down) (hartree): 0.08887 / 0.05455
Total charge: -1
<S²>: 8.76
Multiplicity: 6
Frontier orbital gap (spin up / spin down) (eV): 7.649 / 6.591

```
94
Properties=species:S:1:pos:R:3:forces:R:3
Fe -0.745 0.198 0.157 0.5 0.4 -0.4
C -0.052 0.506 4.516 0.0 0.0 0.0
C -0.454 0.770 3.100 -0.1 0.0 -0.1
N -1.205 -0.006 2.412 0.1 0.0 0.0
O -1.601 -1.154 3.071 0.0 -0.1 -0.1
C 0.049 1.958 2.423 -0.1 0.0 -0.1
C 0.600 3.129 3.174 0.0 0.0 0.0
N -0.069 1.973 1.119 -0.1 0.0 0.1
O 0.241 2.982 0.425 0.0 0.0 -0.1
H -0.535 -0.380 4.910 0.0 0.0 0.0
H -0.288 1.365 5.146 0.0 0.0 0.0
H 1.032 0.370 4.550 0.0 0.0 0.0
H -2.031 -1.656 2.360 -0.1 -0.1 0.0
H 1.573 2.905 3.619 0.0 0.0 0.0
H -0.070 3.442 3.978 0.0 0.0 0.0
H 0.723 3.954 2.476 0.0 0.0 0.0
F -4.591 -3.731 1.989 0.0 0.0 0.0
C -3.711 -4.280 1.143 0.0 0.0 0.0
F -4.283 -5.332 0.563 0.0 0.0 0.0
F -2.662 -4.699 1.849 0.0 0.0 0.0
S -3.221 -3.016 -0.113 0.0 0.0 0.2
O -2.749 -1.904 0.691 0.1 0.1 0.0
O -4.418 -2.821 -0.868 0.0 0.0 -0.1
N -2.105 -3.782 -0.895 0.1 0.1 -0.1
S -0.643 -3.234 -1.144 -0.2 -0.2 -0.1
O -0.093 -3.842 -2.310 0.0 0.0 0.0
O -0.517 -1.806 -1.006 0.0 0.1 0.3
C 0.321 -3.987 0.238 0.1 0.0 0.0
F 0.222 -5.318 0.167 0.0 0.0 0.0
F 1.607 -3.657 0.123 0.0 0.0 0.0
F -0.131 -3.599 1.423 0.0 0.0 0.0
O 0.852 -1.029 1.286 0.1 -0.1 0.0
C 1.753 -0.571 0.559 -0.2 0.0 0.1
N 3.094 -0.768 0.707 0.1 -0.1 -0.1
C 3.781 0.195 -0.150 0.0 0.0 0.0
C 2.577 0.699 -1.034 0.0 0.1 0.0
O 2.737 1.417 -1.986 0.0 0.0 0.0
N 1.431 0.211 -0.479 -0.1 -0.1 0.1
C 4.306 1.343 0.706 0.0 0.0 0.0
C 3.555 2.496 0.912 0.0 0.0 0.0
C 4.018 3.480 1.777 0.0 0.0 0.0
C 5.224 3.325 2.443 0.0 0.0 0.0
C 5.975 2.174 2.242 0.0 0.0 0.0
C 5.518 1.192 1.377 0.0 0.0 0.0
C 4.844 -0.428 -1.026 0.0 0.0 0.0
C 5.018 -1.803 -1.098 0.0 0.0 0.0
C 5.983 -2.347 -1.937 0.0 0.0 0.0
C 6.775 -1.520 -2.717 0.0 0.0 0.0
C 6.594 -0.144 -2.658 0.0 0.0 0.0
C 5.637 0.399 -1.819 0.0 0.0 0.0
H 3.457 -1.022 1.612 0.0 0.1 0.0
H 2.603 2.642 0.411 0.0 0.0 0.0
H 3.424 4.373 1.924 0.0 0.0 0.0
H 5.581 4.098 3.112 0.0 0.0 0.0
H 6.920 2.043 2.754 0.0 0.0 0.0
H 6.115 0.304 1.206 0.0 0.0 0.0
H 4.384 -2.453 -0.509 0.0 0.0 0.0
H 6.104 -3.422 -1.984 0.0 0.0 0.0
H 7.525 -1.943 -3.373 0.0 0.0 0.0
H 7.199 0.510 -3.274 0.0 0.0 0.0
H 5.483 1.470 -1.784 0.0 0.0 0.0
C -3.441 -2.611 -4.037 0.0 0.0 0.0
C -2.260 -1.690 -4.091 0.0 0.0 0.0
C -1.296 -1.813 -5.086 0.0 0.0 0.0
C -0.251 -0.914 -5.051 0.0 0.0 0.0
N -0.129 0.016 -4.113 0.0 0.0 0.0
C -1.078 0.044 -3.176 -0.1 -0.1 -0.1
S -0.916 1.308 -1.961 -0.1 -0.1 0.0
N -2.156 -0.760 -3.144 0.1 0.0 0.0
H -3.739 -2.925 -5.037 0.0 0.0 0.0
H -4.271 -2.128 -3.530 0.0 0.0 0.0
H -3.183 -3.505 -3.465 0.0 0.0 0.0
H -1.367 -2.573 -5.852 0.0 0.0 0.0
H 0.527 -0.934 -5.808 0.0 0.0 0.0
C -3.950 0.871 -0.758 0.1 0.0 0.0
C -5.371 1.456 -0.617 0.0 0.0 0.0
N -5.407 2.502 0.408 0.0 0.0 0.0
C -4.327 3.450 0.124 0.0 0.0 0.0
C -2.941 2.783 0.286 0.1 0.0 -0.1
N -3.092 1.315 0.370 -0.2 -0.1 0.1
C -3.824 1.032 1.625 0.0 0.0 0.0
C -5.125 1.868 1.694 0.0 0.0 0.0
H -3.468 1.201 -1.674 0.0 0.0 0.0
H -3.965 -0.215 -0.779 0.0 0.0 0.0
H -6.093 0.685 -0.336 0.0 0.0 0.0
H -5.703 1.885 -1.565 0.0 0.0 0.0
H -4.421 4.306 0.797 0.0 0.0 0.0
H -4.465 3.818 -0.895 0.0 0.0 0.0
H -2.441 3.113 1.198 0.0 0.0 0.0
H -2.284 3.023 -0.547 0.0 0.0 0.0
H -3.174 1.270 2.463 0.0 0.0 0.0
H -4.029 -0.037 1.654 0.0 0.0 0.0
H -5.043 2.655 2.448 0.0 0.0 0.0
H -5.974 1.238 1.970 0.0 0.0 0.0
```
Positions in Å, forces in eV/Å.

Record 6
Here is a cluster of 2 separate species, C6H14NO3 in total at a distorted geometry from OMol25. Energies are from ωB97M-V/def2-TZVPD.

## Properties
Energy above the lowest of the compared OMol25 structures with the same formula, charge and spin (eV): 0.842
LUMO energy (hartree): -0.10770
Total charge: +1
Frontier orbital gap (eV): 10.319

```
24
Properties=species:S:1:pos:R:3:forces:R:3
C 1.860 -0.171 0.062 -1.7 1.3 0.1
C 0.881 0.556 2.245 -0.1 -2.1 1.8
C -0.254 -1.120 -2.380 1.3 2.2 -2.4
C -1.802 1.959 -0.394 3.2 1.7 0.1
C 1.365 0.801 0.857 1.2 -0.1 0.9
C -0.990 -0.262 -0.155 -1.9 -1.4 -1.0
N -1.052 -1.421 0.529 0.5 -0.6 0.6
O 1.698 -1.540 0.332 0.6 1.1 0.0
O -0.723 -0.142 -1.430 1.2 0.3 0.8
O -1.615 0.756 0.329 0.3 -0.7 1.5
H 2.101 0.099 -0.955 0.6 -0.3 -0.2
H 1.364 -0.369 2.762 -0.4 1.6 -1.0
H 1.017 1.418 2.923 -0.2 -0.4 -0.5
H -0.184 0.231 2.254 0.5 0.8 0.1
H -0.069 -0.572 -3.393 -0.5 -0.4 2.1
H -1.092 -1.685 -2.547 -1.6 -2.2 -0.4
H 0.688 -1.628 -2.239 0.0 -0.2 1.1
H -1.774 1.785 -1.418 -0.6 -0.6 -1.8
H -0.866 2.654 -0.305 -1.8 -1.1 0.6
H -2.710 2.384 -0.078 -0.8 0.6 0.6
H 1.482 1.896 0.688 0.0 -1.1 -0.8
H 2.581 -1.840 0.567 0.1 -0.5 0.0
H -0.488 -2.243 0.220 -0.5 1.3 0.2
H -1.418 -1.547 1.525 0.7 1.0 -2.1
```
Positions in Å, forces in eV/Å.

| no. | energy (eV) |
| --- | --- |
| 1 | -18356.870 |
| 2 | -24276.318 |
| 3 | -20051.830 |
| 4 | -42444.210 |
| 5 | -146741.705 |
| 6 | -14072.716 |